(1)
{"formula": "C16H24GaO4", "method": "ωB97M-V with the def2-TZVPD basis set", "fmax_ha_per_bohr": 0.0401, "homo_lumo_gap_ev": 6.7, "e_lumo_ev": 2.63, "homo_energy_ev": -4.05, "total_charge": -1, "elements": ["C", "C", "O", "C", "O", "Ga", "C", "O", "O", "H", "H", "H", "H", "H", "H", "H", "H", "H", "H", "H", "H", "C", "C", "C", "C", "C", "C", "H", "H", "H", "H", "H", "H", "C", "C", "C", "C", "C", "C", "H", "H", "H", "H", "H", "H"], "xyz": [[-0.55, -0.13, 0.87], [0.50, 1.02, 0.62], [0.67, 1.81, 1.82], [-0.02, 2.06, -0.49], [-0.44, 3.25, 0.13], [-2.32, 3.50, 0.08], [-3.41, 2.07, 1.09], [-4.38, 1.44, 0.18], [-4.01, 0.09, -0.02], [-1.41, 0.04, 0.17], [-0.96, 0.03, 1.90], [-0.17, -1.17, 0.71], [1.52, 0.63, 0.33], [1.14, 1.29, 2.47], [0.91, 2.33, -1.08], [-0.80, 1.60, -1.16], [-2.62, 4.92, 0.80], [-2.93, 3.62, -1.41], [-4.05, 2.61, 1.85], [-2.82, 1.32, 1.67], [-4.44, -0.20, -0.84], [1.55, -2.69, 3.81], [1.65, -1.38, 4.26], [2.86, -0.70, 4.20], [3.98, -1.34, 3.68], [3.89, -2.65, 3.23], [2.67, -3.32, 3.30], [0.61, -3.21, 3.86], [0.77, -0.88, 4.66], [2.93, 0.32, 4.56], [4.93, -0.81, 3.63], [4.76, -3.14, 2.82], [2.60, -4.35, 2.94], [-0.96, -0.65, -3.38], [0.27, -1.29, -3.42], [1.01, -1.31, -4.59], [0.53, -0.68, -5.73], [-0.70, -0.03, -5.69], [-1.45, -0.02, -4.52], [-1.54, -0.64, -2.46], [0.65, -1.78, -2.53], [1.97, -1.82, -4.62], [1.11, -0.69, -6.65], [-1.08, 0.46, -6.58], [-2.41, 0.48, -4.49]]}

***

(2)
{"formula": "C16H24N2O", "method": "ωB97M-V with the def2-TZVPD basis set", "fmax_ha_per_bohr": 0.3126, "homo_lumo_gap_ev": 9.6, "relative_energy_kj_mol": 1419.50, "e_lumo_ev": 0.71, "homo_energy_ev": -8.91, "elements": ["C", "C", "H", "C", "N", "C", "O", "N", "C", "H", "C", "C", "C", "C", "H", "H", "H", "H", "C", "C", "C", "C", "C", "C", "C", "H", "H", "H", "H", "H", "H", "H", "H", "H", "H", "H", "H", "H", "H", "H", "H", "H", "H"], "xyz": [[-0.85, -3.46, 0.44], [-2.25, -3.26, 0.24], [-2.68, -3.08, 1.22], [-2.71, -2.03, -0.57], [-2.24, -0.98, -0.03], [-2.18, 0.27, -0.55], [-2.30, 0.24, -1.65], [-1.92, 1.52, 0.01], [-1.38, 1.54, 1.36], [-1.67, 0.65, 2.07], [0.15, 1.64, 1.40], [0.64, 2.39, 0.11], [-0.27, 3.18, -0.29], [-1.60, 2.81, -0.57], [-1.62, 2.45, -1.79], [-2.51, 3.39, -0.31], [-0.42, 3.86, 0.73], [0.05, 3.91, -0.91], [1.23, 1.55, -1.08], [2.10, 0.43, -0.56], [1.71, -0.96, -0.77], [2.54, -1.85, -0.18], [3.96, -1.49, 0.05], [4.28, -0.22, 0.16], [3.43, 0.88, -0.59], [3.83, 1.77, -0.37], [5.37, -0.19, 0.24], [4.71, -2.21, 0.23], [2.28, -3.02, -0.22], [0.78, -1.26, -0.87], [0.25, 1.09, -1.49], [1.51, 2.09, -1.90], [1.68, 2.85, 0.57], [0.60, 1.66, 2.30], [0.48, 0.34, 1.24], [-1.60, 2.65, 1.97], [-2.49, -0.73, 0.92], [-3.85, -1.92, -0.42], [-2.32, -1.97, -1.52], [-2.98, -3.98, -0.15], [-0.60, -4.43, 1.09], [-0.61, -3.50, -0.40], [-0.53, -2.65, 0.86]]}

***

(3)
{"formula": "C16H24N2O3S2Zn", "method": "ωB97M-V with the def2-TZVPD basis set", "fmax_ha_per_bohr": 0.0368, "homo_lumo_gap_ev": 2.1, "relative_energy_kj_mol": 0.00, "e_lumo_ev": -11.93, "homo_energy_ev": -14.07, "total_charge": 2, "elements": ["C", "C", "C", "C", "C", "C", "C", "C", "C", "O", "C", "C", "C", "S", "C", "O", "O", "C", "C", "N", "S", "N", "C", "H", "H", "H", "H", "H", "H", "H", "H", "H", "H", "H", "H", "H", "H", "H", "H", "H", "H", "H", "H", "H", "H", "H", "H", "Zn"], "xyz": [[3.56, 0.27, 4.40], [2.39, 1.25, 4.22], [2.45, 2.08, 2.92], [1.05, 2.48, 2.47], [1.03, 3.19, 1.12], [0.69, 2.37, -0.13], [-0.61, 1.46, 0.01], [-0.34, 0.12, -0.47], [-0.99, -0.37, -1.71], [-1.83, 0.43, -2.30], [-3.27, 0.12, -2.12], [-3.88, 0.84, -0.94], [-0.65, -1.63, -2.25], [-1.30, -2.23, -3.82], [-1.61, -3.97, -3.54], [-0.20, -2.15, -4.74], [-2.51, -1.58, -4.19], [0.25, -2.46, -1.62], [0.87, -2.05, -0.39], [1.73, -2.75, 0.31], [2.12, -1.83, 1.60], [1.23, -0.55, 1.29], [0.56, -0.78, 0.15], [4.16, 0.54, 5.26], [4.20, 0.21, 3.52], [3.19, -0.73, 4.61], [1.46, 0.68, 4.21], [2.30, 1.93, 5.06], [2.97, 1.51, 2.15], [3.03, 2.97, 3.14], [0.67, 3.17, 3.22], [0.44, 1.58, 2.49], [2.04, 3.56, 0.94], [0.40, 4.07, 1.14], [1.53, 1.77, -0.47], [0.47, 3.06, -0.94], [-1.38, 1.87, -0.64], [-1.01, 1.47, 1.03], [-3.77, 0.36, -3.05], [-3.39, -0.95, -1.99], [-4.95, 0.64, -0.98], [-3.52, 0.41, -0.01], [-3.69, 1.90, -0.96], [-2.26, -4.35, -4.33], [-2.07, -4.10, -2.56], [-0.65, -4.48, -3.51], [0.51, -3.41, -2.04], [-1.43, -5.97, -5.54]]}

***

(4)
{"formula": "C16H24N2PdSi", "method": "ωB97M-V with the def2-TZVPD basis set", "fmax_ha_per_bohr": 0.0818, "spin_multiplicity": 3, "homo_lumo_gap_ev": [3.4, 4.0], "e_lumo_ev": [5.66, 5.65], "homo_energy_ev": [2.25, 1.61], "s_squared": 2.018, "total_charge": -2, "elements": ["C", "C", "C", "C", "C", "Pd", "N", "C", "C", "H", "H", "H", "H", "H", "H", "H", "H", "H", "H", "C", "Si", "C", "C", "N", "C", "C", "C", "C", "C", "C", "H", "H", "H", "H", "H", "H", "H", "H", "H", "H", "H", "H", "H", "H"], "xyz": [[-2.18, 2.56, -1.08], [-3.09, 1.46, -0.99], [-2.50, 0.35, -1.68], [-1.24, 0.77, -2.20], [-1.01, 2.11, -1.80], [-1.20, 1.06, 0.27], [0.22, 2.33, 0.80], [-1.15, 2.11, 1.97], [-2.23, 1.12, 1.94], [-2.96, -0.63, -1.81], [-4.06, 1.47, -0.49], [-0.57, 0.16, -2.80], [-0.14, 2.72, -2.04], [-2.36, 3.56, -0.70], [-3.21, 1.54, 1.78], [-0.54, 1.89, 2.85], [-0.08, 3.26, 0.48], [-2.07, 0.29, 2.61], [-1.58, 3.12, 2.02], [-1.94, -2.19, 0.68], [-0.09, -2.10, 0.42], [0.80, -2.54, 2.01], [0.41, -3.29, -0.93], [0.37, -0.46, 0.03], [1.62, -0.03, -0.29], [2.39, 0.74, 0.63], [3.71, 1.08, 0.36], [4.30, 0.68, -0.85], [3.54, -0.01, -1.80], [2.22, -0.34, -1.55], [-2.17, -3.20, 1.04], [-2.50, -2.02, -0.25], [-2.30, -1.47, 1.42], [0.59, -3.58, 2.29], [1.89, -2.43, 1.89], [0.49, -1.88, 2.83], [-0.12, -3.08, -1.87], [1.49, -3.25, -1.13], [0.16, -4.32, -0.62], [1.90, 1.05, 1.56], [4.26, 1.66, 1.10], [5.35, 0.92, -1.04], [3.99, -0.31, -2.75], [1.60, -0.87, -2.28]]}

***

(5)
{"formula": "C16H24N3O8P2", "method": "ωB97M-V with the def2-TZVPD basis set", "fmax_ha_per_bohr": 0.0648, "homo_lumo_gap_ev": 1.6, "relative_energy_kj_mol": 0.00, "e_lumo_ev": 5.75, "homo_energy_ev": 4.18, "total_charge": -3, "elements": ["C", "C", "C", "C", "C", "C", "C", "C", "C", "N", "C", "C", "C", "O", "C", "P", "O", "O", "O", "N", "C", "C", "C", "N", "H", "H", "H", "H", "H", "H", "H", "H", "H", "H", "H", "H", "H", "H", "H", "H", "H", "H", "H", "H", "H", "H", "H", "H", "O", "P", "O", "O", "O"], "xyz": [[6.07, 0.18, 0.67], [5.47, 0.85, -0.60], [3.99, 0.37, -0.75], [2.96, 1.52, -0.61], [3.13, 2.31, 0.71], [1.53, 1.07, -0.91], [1.11, 1.30, -2.23], [-0.15, 0.94, -2.68], [-1.08, 0.30, -1.85], [-2.30, -0.05, -2.39], [-3.09, -0.63, -1.46], [-4.46, -1.09, -1.96], [-4.38, -2.59, -2.32], [-3.99, -2.79, -3.69], [-2.75, -0.84, -0.12], [-3.88, -1.58, 1.08], [-5.12, -0.79, 1.19], [-4.27, -3.15, 0.69], [-3.15, -1.60, 2.50], [-1.54, -0.51, 0.39], [-0.69, 0.07, -0.49], [0.61, 0.45, -0.02], [0.93, 0.17, 1.44], [2.02, -0.82, 1.64], [6.12, -0.90, 0.49], [5.33, 0.31, 1.47], [7.04, 0.60, 0.95], [5.51, 1.93, -0.46], [6.02, 0.55, -1.50], [3.88, 0.03, -1.79], [3.78, -0.46, -0.07], [3.24, 2.22, -1.42], [3.39, 1.63, 1.52], [3.91, 3.08, 0.64], [2.21, 2.82, 1.01], [1.80, 1.80, -2.92], [-0.43, 1.15, -3.71], [-4.70, -0.57, -2.89], [-5.24, -0.87, -1.23], [-5.35, -3.08, -2.17], [-3.67, -3.10, -1.67], [-3.06, -3.03, -3.73], [-4.07, -3.70, 1.46], [-2.25, -1.93, 2.39], [0.05, -0.21, 1.95], [1.20, 1.09, 1.96], [2.87, -0.41, 2.01], [2.19, -1.38, 0.82], [-2.12, 2.64, 4.30], [-3.36, 1.89, 3.73], [-3.99, 2.71, 2.60], [-4.40, 1.63, 4.84], [-2.86, 0.50, 3.20]]}

***

(6)
{"formula": "C16H24N4O2PdSSbSe", "method": "ωB97M-V with the def2-TZVPD basis set", "fmax_ha_per_bohr": 0.0119, "homo_lumo_gap_ev": 5.8, "relative_energy_kj_mol": 0.00, "e_lumo_ev": -4.86, "homo_energy_ev": -10.68, "total_charge": 1, "elements": ["Pd", "N", "C", "C", "C", "C", "C", "C", "S", "O", "O", "N", "C", "N", "C", "C", "C", "N", "H", "H", "H", "H", "H", "H", "H", "H", "H", "Se", "C", "C", "Sb", "C", "C", "C", "C", "H", "H", "H", "H", "H", "H", "H", "H", "H", "H", "H", "H", "H", "H", "H"], "xyz": [[1.21, -0.27, -1.84], [-6.48, -2.57, 0.86], [-5.42, -1.94, 0.27], [-5.00, -2.30, -1.01], [-3.91, -1.69, -1.59], [-3.23, -0.70, -0.89], [-3.64, -0.31, 0.38], [-4.72, -0.93, 0.96], [-1.86, 0.07, -1.61], [-1.80, 1.45, -1.22], [-1.74, -0.29, -2.99], [-0.51, -0.61, -0.82], [-0.31, -1.99, -0.82], [-1.13, -2.93, -0.39], [-0.66, -4.16, -0.46], [0.61, -4.48, -0.95], [1.40, -3.44, -1.38], [0.93, -2.20, -1.28], [-7.09, -3.12, 0.29], [-6.89, -2.16, 1.68], [-5.54, -3.07, -1.56], [-3.58, -1.96, -2.59], [-3.11, 0.48, 0.90], [-5.05, -0.63, 1.95], [-1.32, -4.95, -0.11], [0.96, -5.50, -0.99], [2.39, -3.57, -1.78], [2.34, 1.58, -2.83], [0.17, 1.96, 1.25], [1.45, 1.14, 1.15], [2.73, 1.89, -0.39], [2.67, 4.00, -0.13], [3.19, 4.50, 1.20], [4.70, 1.25, 0.06], [5.03, 1.23, 1.55], [-0.47, 1.54, 2.04], [-0.41, 1.96, 0.33], [0.39, 2.99, 1.53], [1.26, 0.09, 0.94], [2.06, 1.21, 2.05], [1.63, 4.27, -0.30], [3.24, 4.38, -0.98], [2.68, 4.05, 2.05], [3.05, 5.58, 1.26], [4.26, 4.31, 1.32], [5.35, 1.93, -0.50], [4.80, 0.26, -0.39], [4.90, 2.20, 2.02], [6.07, 0.93, 1.69], [4.41, 0.51, 2.09]]}

***

(7)
{"formula": "C16H24N4O5S3SiTl", "method": "ωB97M-V with the def2-TZVPD basis set", "fmax_ha_per_bohr": 0.0110, "homo_lumo_gap_ev": 7.5, "relative_energy_kj_mol": 63.30, "e_lumo_ev": 2.44, "homo_energy_ev": -5.04, "total_charge": -1, "elements": ["Tl", "C", "C", "N", "O", "C", "C", "N", "O", "H", "H", "H", "H", "H", "H", "H", "C", "Si", "C", "C", "N", "C", "C", "C", "C", "C", "C", "H", "H", "H", "H", "H", "H", "H", "H", "H", "H", "H", "H", "H", "H", "O", "S", "O", "O", "S", "S", "C", "C", "N", "C", "H", "H", "H"], "xyz": [[-1.06, 0.41, 0.02], [-2.68, -1.14, 3.88], [-1.96, -1.26, 2.57], [-0.80, -0.76, 2.37], [-0.33, -0.03, 3.47], [-2.60, -1.91, 1.43], [-3.53, -3.07, 1.60], [-2.32, -1.47, 0.23], [-2.77, -2.04, -0.81], [-2.95, -0.09, 4.03], [-2.03, -1.42, 4.71], [-3.58, -1.74, 3.89], [0.51, 0.33, 3.13], [-3.27, -3.66, 2.48], [-3.49, -3.69, 0.71], [-4.57, -2.74, 1.72], [0.64, -2.54, -0.34], [1.92, -1.19, -0.16], [3.03, -1.30, -1.68], [2.89, -1.65, 1.40], [1.14, 0.36, -0.05], [1.84, 1.57, -0.09], [3.23, 1.65, 0.14], [3.91, 2.85, 0.09], [3.24, 4.04, -0.19], [1.88, 3.98, -0.42], [1.19, 2.78, -0.38], [1.20, -3.47, -0.51], [-0.05, -2.41, -1.18], [0.05, -2.68, 0.56], [3.56, -2.25, -1.69], [3.76, -0.49, -1.76], [2.40, -1.26, -2.58], [3.31, -2.65, 1.29], [2.19, -1.68, 2.24], [3.70, -0.97, 1.66], [3.80, 0.76, 0.37], [4.98, 2.86, 0.28], [3.77, 4.98, -0.22], [1.32, 4.88, -0.65], [0.13, 2.80, -0.60], [-3.55, 1.25, -1.18], [-3.11, 2.57, -0.76], [-4.15, 3.55, -0.53], [-1.97, 3.03, -1.54], [-2.27, 2.15, 1.18], [-1.76, 0.04, -4.76], [-0.25, 0.77, -4.41], [0.00, 0.70, -3.09], [-0.98, 0.06, -2.36], [-1.97, -0.32, -3.11], [0.36, 1.23, -5.17], [0.86, 1.11, -2.57], [-2.83, -0.82, -2.68]]}

***

(8)
{"formula": "C16H24N4O6PPdS", "method": "ωB97M-V with the def2-TZVPD basis set", "fmax_ha_per_bohr": 0.0617, "homo_lumo_gap_ev": [5.8, 5.8], "relative_energy_kj_mol": 146.04, "e_lumo_ev": [2.86, 2.86], "homo_energy_ev": [-2.90, -2.90], "total_charge": -1, "elements": ["Pd", "N", "C", "C", "C", "C", "C", "C", "S", "O", "O", "N", "C", "N", "C", "C", "C", "N", "H", "H", "H", "H", "H", "H", "H", "H", "H", "C", "O", "P", "O", "C", "O", "C", "H", "H", "H", "H", "H", "H", "H", "H", "H", "C", "O", "C", "C", "H", "H", "H", "H", "H", "H"], "xyz": [[-0.50, -0.18, 0.01], [0.04, 8.23, -1.30], [-0.29, 6.88, -1.35], [-0.73, 6.21, -0.21], [-1.14, 4.89, -0.29], [-1.12, 4.24, -1.51], [-0.66, 4.88, -2.64], [-0.25, 6.19, -2.57], [-1.46, 2.48, -1.56], [-1.59, 2.07, -2.94], [-2.62, 2.21, -0.73], [-0.21, 1.84, -0.80], [0.97, 1.72, -1.41], [1.75, 0.71, -0.92], [2.99, 0.62, -1.40], [3.47, 1.48, -2.37], [2.59, 2.45, -2.83], [1.35, 2.58, -2.35], [0.32, 8.55, -0.38], [0.67, 8.53, -2.03], [-0.73, 6.72, 0.74], [-1.49, 4.36, 0.58], [-0.63, 4.32, -3.57], [0.13, 6.70, -3.44], [3.60, -0.17, -0.98], [4.48, 1.41, -2.74], [2.86, 3.17, -3.58], [0.47, -1.53, 4.04], [0.44, -0.17, 3.70], [-0.29, 0.34, 2.31], [-1.79, 0.41, 2.91], [-2.84, 0.73, 2.01], [0.09, 1.89, 2.48], [1.29, 2.38, 1.92], [1.14, -1.63, 4.89], [0.83, -2.13, 3.20], [-0.52, -1.88, 4.32], [-3.71, 0.13, 2.29], [-2.53, 0.51, 0.96], [-3.07, 1.79, 2.06], [1.09, 3.36, 1.49], [1.66, 1.71, 1.14], [2.04, 2.47, 2.71], [-3.03, -2.47, -0.06], [-1.93, -2.92, -0.81], [-0.80, -2.11, -0.74], [0.08, -2.36, -1.93], [-3.59, -1.72, -0.63], [-2.69, -2.03, 0.89], [-3.68, -3.33, 0.14], [0.03, -3.41, -2.25], [1.12, -2.08, -1.70], [-0.25, -1.74, -2.78]]}

***

no.,E_tot (eV)
1,-77543.552
2,-21995.725
3,-96169.150
4,-31311.767
5,-56405.379
6,-113228.664
7,-78257.261
8,-58830.946